A.
Below is a single C22H27N3O3 molecule, with properties calculated with ωB97M-V with the def2-TZVPD basis set.

```
55
Properties=species:S:1:pos:R:3
H 8.099 -0.118 0.217
O -0.421 3.418 0.728
H -4.410 3.085 1.761
H -5.292 1.920 -1.633
C 1.144 1.782 -0.015
H -2.312 -2.880 1.883
H -5.141 0.212 -1.139
C 3.546 1.954 0.122
H 2.565 -1.274 -0.198
H 4.431 2.560 0.212
C 2.300 2.544 0.123
N -4.646 1.553 0.372
C 7.191 -0.531 -0.216
H -2.794 1.632 1.238
H -6.063 2.816 1.193
H 4.786 -2.063 -0.587
C -5.017 2.852 0.888
C 5.061 -1.469 0.294
C 3.666 0.569 -0.001
C -2.886 -0.102 0.035
O 6.283 1.682 -0.651
H -1.536 -5.969 0.113
H -4.901 3.663 0.153
H -2.560 3.308 -0.446
H 6.913 -2.626 0.372
C -2.420 -2.275 0.997
H -2.707 -5.088 1.125
O -1.917 -4.116 -0.530
H 4.418 -1.756 1.129
H -0.966 -4.698 1.221
C 6.546 -1.631 0.617
C -3.207 1.360 0.258
C -0.184 2.460 0.016
H 2.204 3.614 0.232
H -2.267 -2.424 -2.363
C -5.416 1.209 -0.802
C -2.400 -1.993 -1.383
H -6.471 1.197 -0.525
H 0.382 -0.226 -0.181
C -2.719 -0.660 -1.231
C -2.243 -2.818 -0.270
C -1.777 -5.003 0.553
C 2.506 -0.201 -0.111
H -2.865 -0.525 2.125
H -0.849 1.094 -1.341
C -2.491 2.270 -0.776
C -2.735 -0.934 1.134
C 6.111 0.536 -0.316
H -2.840 -0.056 -2.118
H 6.720 -1.448 1.678
H 7.421 -0.871 -1.228
H -2.934 2.176 -1.769
C 1.262 0.400 -0.121
N 4.919 -0.051 0.013
N -1.089 1.940 -0.850
```

- frontier orbital gap (eV) = 8.68
- structure (SMILES) = COc1ccc([C@@H](CNC(=O)c2ccc(N3CCCC3=O)cc2)N(C)C)cc1
- highest occupied orbital energy (eV) = -8.18
- 2S+1 = 1
- molecular weight (g/mol) = 381.48

=====

B.
Below is a single C22H27N3O3 molecule, with properties calculated with ωB97M-V with the def2-TZVPD basis set.

```
55
Properties=species:S:1:pos:R:3
C -4.186 4.037 -1.606
H -2.401 4.590 0.300
O 2.278 -1.792 -0.665
H 1.135 -5.827 2.477
C -0.560 -4.528 1.852
H -1.137 1.062 0.718
C -0.674 1.915 -2.819
H -1.074 3.533 0.792
C -0.101 0.980 0.387
H -4.913 4.047 -2.415
N 1.574 -1.872 1.513
C 1.495 -2.162 0.166
C -2.046 3.562 0.308
H 1.389 -4.216 -1.440
H 2.344 3.061 0.685
H 2.394 -0.922 3.147
C -2.951 3.292 -2.017
C -1.672 2.192 -3.734
O 4.286 0.173 0.979
H -0.181 -4.904 -0.994
C 1.570 1.953 -1.006
H -0.834 -4.483 2.906
H 2.266 -5.687 0.272
H -3.945 5.069 -1.352
N 0.203 2.059 -0.532
H 0.632 0.285 2.311
H 3.547 2.001 -0.107
C -2.810 2.864 -3.330
C -0.422 -3.091 1.312
H 0.686 2.038 2.082
C 0.253 -3.010 -0.058
H 0.029 -0.002 -0.103
C 2.688 -1.176 2.124
H 1.778 0.982 -1.486
H -0.378 -2.520 -0.805
H -1.363 -5.033 1.307
C 0.728 -5.264 1.652
C 3.135 0.066 1.345
C 1.332 -5.189 0.476
C -0.802 2.322 -1.496
C 2.505 2.094 0.197
H 3.556 -1.843 2.158
H 0.203 1.372 -3.135
C 0.494 -2.319 2.241
O 0.332 -2.102 3.414
H -2.751 2.973 0.896
C 0.844 1.070 1.589
H -4.644 3.577 -0.732
C -1.936 3.040 -1.094
H -1.406 -2.614 1.318
H -3.596 3.066 -4.044
H -1.566 1.872 -4.760
C 0.699 -4.378 -0.612
N 2.214 1.030 1.138
H 1.758 2.756 -1.720
```

- frontier orbital gap (eV) = 8.89
- structure (SMILES) = Cc1cccc(N2CCN(C(=O)CN3C(=O)[C@H]4CC=CC[C@H]4C3=O)CC2)c1C
- highest occupied orbital energy (eV) = -8.29
- 2S+1 = 1
- molecular weight (g/mol) = 381.48

=====

The data favor B; the next most stable structure lies 19.7 kcal/mol above it.

=====

A.
Below is C40H34AsF2N4O10Se2Y as an isolated structure, with properties calculated with ωB97M-V with the def2-TZVPD basis set.

```
94
Properties=species:S:1:pos:R:3
H 2.749 -3.710 1.420
H -2.659 3.687 -3.189
O 2.534 4.787 4.834
H -0.576 3.142 2.066
As -1.826 -0.842 -1.361
C -2.321 -3.022 2.871
C -4.962 2.041 -1.331
O 2.277 1.320 0.222
C 0.683 -0.277 -2.872
H 3.731 -4.128 2.819
H -3.192 -2.750 3.448
Se 2.991 -2.132 -0.947
H -4.024 -2.774 -1.400
Se 2.860 -1.742 3.006
H -4.918 3.971 -2.270
C 4.792 -3.086 1.248
C -0.574 0.142 -2.477
H -5.161 -4.185 -3.063
C -1.626 1.419 1.177
H -1.787 -1.027 2.437
C 1.895 2.096 2.386
C -2.619 -1.953 -2.798
C -2.813 -2.791 -5.048
H -4.378 -4.211 -5.409
H -0.568 3.242 -3.859
C -2.404 1.713 -2.369
C -3.691 -2.762 -2.433
C -1.043 1.413 -2.838
O -2.647 0.790 1.371
C -2.011 -4.350 2.677
H -4.701 0.098 -0.452
H 0.725 -4.087 0.773
H -1.347 -1.367 -4.423
H 0.901 0.048 4.458
C -1.493 -2.062 2.298
C 2.258 2.335 0.950
H 6.110 -4.176 -0.059
C 1.503 0.582 -3.594
Y 1.117 -0.717 0.720
N 1.186 0.917 4.013
H 5.445 -1.954 -0.470
N -1.873 3.771 0.566
C -2.182 -1.982 -4.116
O -3.903 4.326 1.449
F -2.815 -5.316 3.240
O -0.603 1.019 0.562
C -3.105 2.891 -2.608
C 4.583 -1.986 0.203
H 5.473 -3.318 3.824
H -0.707 -5.789 1.797
H 1.470 2.283 5.614
C -0.363 -2.376 1.523
H 1.689 2.519 -4.487
H 6.875 -2.548 1.549
H 4.416 -4.694 -0.150
O 6.221 -3.440 3.230
O 2.517 3.507 0.618
H -2.335 3.049 2.435
C -1.218 4.769 -1.482
H -0.023 3.434 -0.341
C 1.045 1.843 -3.942
H 2.504 0.263 -3.854
H 1.046 -1.276 -2.625
C 3.540 -3.342 2.084
C 2.472 4.299 3.727
C -3.088 4.406 0.564
O -2.856 6.140 -2.554
H -5.949 2.184 -0.909
C -1.562 2.885 1.674
C -0.228 2.256 -3.581
C -3.000 0.695 -1.616
C -4.329 -3.563 -3.366
F -0.307 4.980 -2.448
H -2.459 -2.804 -6.071
C -4.381 3.048 -2.091
N -3.326 5.188 -0.553
O 2.808 4.978 2.640
C 2.008 2.899 3.541
H 5.717 -1.587 2.501
O 5.450 -5.451 1.417
C -2.498 5.437 -1.632
C 5.208 -4.378 0.538
C -0.963 3.958 -0.436
H -4.238 5.636 -0.574
N 1.399 0.913 2.696
C 1.546 2.087 4.566
C -3.889 -3.580 -4.679
H 4.517 -1.021 0.712
C -4.267 0.865 -1.084
C -0.921 -4.740 1.930
H 2.731 4.425 1.786
H 5.908 -5.062 2.187
C 5.949 -2.589 2.130
C -0.122 -3.751 1.367
```

- frontier orbital gap (eV) = 6.68
- net charge = -2
- highest occupied orbital energy (eV) = -2.63
- 2S+1 = 1
- molecular weight (g/mol) = 1090.47

=====

B.
Below is C40H34AsF2N4O10Se2Y as an isolated structure, with properties calculated with ωB97M-V with the def2-TZVPD basis set.

```
94
Properties=species:S:1:pos:R:3
H 4.872 0.544 -0.484
O -6.413 0.766 -2.864
C 1.926 1.880 -1.444
Y -1.121 0.003 1.441
H 2.364 -2.402 -2.071
H 1.797 6.613 1.795
O 1.029 -0.133 7.231
C 0.218 -6.454 0.553
H 1.350 -7.907 1.399
C 0.545 -0.621 4.831
H 1.595 -2.361 4.099
H 0.962 -3.210 0.826
Se 0.780 1.618 2.767
H -1.937 0.011 -1.966
C 4.064 0.852 -1.136
C 2.152 -4.754 1.663
H 1.372 -1.951 6.324
C 1.920 7.099 -0.293
H -0.479 1.282 4.914
C 0.948 -1.305 -0.838
O -3.351 3.095 -0.510
O -2.347 1.977 1.157
C 1.110 -4.269 0.974
C 1.206 5.372 -1.809
H -4.501 2.815 -1.654
C -0.638 2.205 -5.501
Se -2.343 -0.801 3.897
H -0.820 2.017 -6.553
N 0.147 -5.085 0.432
C -4.932 -0.899 -1.054
H -2.558 3.122 -5.183
C -0.198 2.661 -2.811
C 0.492 0.907 4.589
F 3.090 -3.942 2.174
F 1.059 -2.351 -4.306
H 1.920 7.293 -2.434
C -1.399 3.055 -3.380
C 0.556 1.796 -4.928
H -0.254 -2.221 2.712
C -0.992 -0.528 -1.931
C 0.918 4.536 -0.734
C 1.703 6.650 -1.589
C -0.268 -0.603 -0.733
C 1.411 -1.888 -2.013
C 3.083 0.934 -3.336
H -1.522 -5.343 -0.740
H 1.259 1.385 5.198
C 2.321 -6.175 1.887
C -0.844 -1.235 5.098
C -3.842 0.805 -0.191
C -1.616 2.831 -4.735
H 2.892 1.680 0.466
C 1.126 4.993 0.564
H 0.166 0.255 7.055
H -0.725 -2.324 5.138
C 0.784 2.021 -3.574
H 3.130 0.688 -4.391
O -1.354 -2.648 1.100
N 1.299 -6.906 1.297
O -0.575 -7.243 0.075
H 4.982 0.046 -2.902
C 0.619 -1.786 -3.141
As 0.238 2.705 -0.921
H -5.551 -1.586 -1.606
H 1.044 5.025 -2.823
C 1.409 -0.882 6.078
H -0.507 -3.960 -1.206
H 1.591 -1.386 0.037
N -4.108 -1.310 -0.092
H 0.890 4.355 1.410
H -2.172 3.503 -2.767
C -1.871 -3.538 0.384
O 3.222 -6.719 2.496
C 1.977 1.595 -2.812
C -0.588 -1.124 -3.128
C -0.945 -4.508 -0.366
N -3.437 -0.289 0.444
H 2.308 8.096 -0.121
C 2.960 1.503 -0.602
H -1.171 -0.946 6.100
C 4.124 0.569 -2.497
C 1.633 6.268 0.781
H -3.816 -2.291 0.159
C -4.805 0.477 -1.171
H 2.451 -0.624 5.858
H 2.136 -0.827 3.386
O -3.086 -3.699 0.135
C -5.559 1.276 -2.170
C 1.263 -1.388 3.719
O -5.243 2.556 -2.293
H 1.295 1.280 -5.531
H -1.177 -1.049 -4.035
C -3.136 2.081 0.182
O 0.491 -1.619 2.541
```

- frontier orbital gap (eV) = 6.74
- net charge = -2
- highest occupied orbital energy (eV) = -2.67
- 2S+1 = 1
- molecular weight (g/mol) = 1090.47

=====

The data favor B; the next most stable structure lies 23.6 kcal/mol above it.

=====

A.
Below is a 4-piece molecular cluster, C3H12O5 overall, with properties calculated with ωB97M-V with the def2-TZVPD basis set.

```
20
Properties=species:S:1:pos:R:3
H 3.266 -1.196 0.239
H 3.629 -2.047 -1.125
O -2.979 1.922 1.198
C 1.125 -2.615 0.365
C 3.493 -2.227 -0.037
H -4.844 3.830 0.803
H 0.263 4.358 -2.650
H -0.479 -2.201 -0.387
O -5.475 4.537 0.708
H 2.345 -3.955 -0.804
O 0.670 3.677 -2.095
H -2.841 0.957 1.215
C 2.440 -3.341 0.087
H -0.003 3.214 -1.570
H -2.838 2.149 2.145
O 0.272 -2.714 -0.695
H 4.543 -2.349 0.228
H -6.050 4.116 0.041
O 0.798 -2.128 1.410
H 2.665 -3.986 0.925
```

- frontier orbital gap (eV) = 10.91
- structure (SMILES) = CCC(=O)O.O.O.O
- highest occupied orbital energy (eV) = -10.74
- 2S+1 = 1
- molecular weight (g/mol) = 128.12

=====

B.
Below is a 4-piece molecular cluster, C3H12O5 overall, with properties calculated with ωB97M-V with the def2-TZVPD basis set.

```
20
Properties=species:S:1:pos:R:3
H 1.411 -0.836 -2.613
H -1.510 -0.085 2.802
C 0.103 -1.476 2.283
H -1.647 1.612 0.301
H -0.205 2.090 -3.184
H 1.991 1.045 -0.932
O -2.067 -0.991 -0.160
H 0.307 -2.426 1.796
H 0.896 -0.858 1.855
H -0.614 2.276 -1.791
O 1.724 -0.520 -3.471
H 0.315 -1.502 3.347
O 0.143 2.391 -2.337
O 2.153 0.590 -0.104
O -1.025 0.889 0.431
H 1.260 0.286 0.135
C -1.470 -0.355 0.672
H -2.002 -1.684 2.304
H 1.536 0.436 -3.428
C -1.300 -0.881 2.092
```

- frontier orbital gap (eV) = 10.83
- structure (SMILES) = CCC(=O)O.O.O.O
- highest occupied orbital energy (eV) = -10.87
- 2S+1 = 1
- molecular weight (g/mol) = 128.12

=====

The data favor A; the next most stable structure lies 3.4 kcal/mol above it.

=====

A.
Below is a single C7H4 molecule, with properties calculated with ωB97M-V with the def2-TZVPD basis set.

```
11
Properties=species:S:1:pos:R:3
C -1.090 0.243 -1.245
C 0.007 0.833 -1.623
H 2.080 1.314 -1.187
C 1.061 1.012 -0.842
C -1.606 -0.467 -0.327
H -2.579 -0.681 -0.016
H -0.954 -0.203 1.755
H 1.722 -1.270 1.482
C 0.721 0.429 0.400
C 1.035 -0.779 0.809
C -0.398 -0.431 0.794
```

- frontier orbital gap (alpha / beta) (eV) = 7.42 / 7.42
- structure (SMILES) = C1=C=C[C@H]2C=C2C=1
- highest occupied orbital energy (alpha / beta) (eV) = -7.74 / -7.74
- 2S+1 = 1
- molecular weight (g/mol) = 88.11

=====

B.
Below is a single C7H4 molecule, with properties calculated with ωB97M-V with the def2-TZVPD basis set.

```
11
Properties=species:S:1:pos:R:3
C -0.870 -0.928 -0.837
C 0.083 -1.996 -1.233
C 0.486 -0.374 0.869
C 0.483 0.933 0.055
H -1.527 1.116 -0.864
H 0.788 -0.311 1.873
C 0.470 -1.425 -0.075
C -1.027 -0.470 0.594
H 0.417 1.968 0.591
H 1.510 0.935 -0.506
C -0.813 0.553 -0.468
```

- frontier orbital gap (eV) = 8.14
- highest occupied orbital energy (eV) = -8.95
- 2S+1 = 1
- molecular weight (g/mol) = 88.11

=====

The data favor A; the next most stable structure lies 40.3 kcal/mol above it.